1.
# C4H6

One molecule with the formula C4H6 in a non-equilibrium geometry (ωB97M-V/def2-TZVPD, the OMol25 dataset).

XYZ file:
```
10
Properties=species:S:1:pos:R:3:forces:R:3
C 0.86021 0.97476 0.95152 0.44 0.06 0.14
C -0.24483 0.63056 0.00362 -0.10 0.02 0.12
C -0.57203 -0.60677 -0.27872 -0.04 0.20 0.32
C -0.84670 -1.64889 -1.01049 0.45 0.45 -0.80
H 1.60815 1.67921 0.58529 -0.06 0.02 -0.20
H 1.36246 0.07416 1.30383 0.08 -0.01 -0.12
H 0.40811 1.42913 1.84191 0.06 -0.01 -0.13
H -0.80627 1.43519 -0.45880 -0.73 0.12 0.82
H -0.90123 -1.25392 -2.01005 0.94 -0.61 -1.03
H -0.86788 -2.71342 -0.92811 -1.04 -0.24 0.87
```
Positions in Å, forces in eV/Å.

Summary:
energy relative to the best compared isomer or geometry (same formula, charge and spin)	177.8	kJ/mol
HOMO-LUMO gap	8.69	eV
SMILES	C=C=CC
highest occupied orbital energy	-8.11	eV

2.
# C8H24ClO4S

A 5-piece molecular cluster, C8H24ClO4S overall in a non-equilibrium geometry (ωB97M-V/def2-TZVPD, the OMol25 dataset).

XYZ file:
```
38
Properties=species:S:1:pos:R:3:forces:R:3
Cl -0.93513 0.19697 1.34063 0.21 0.21 0.02
C -5.81813 0.02997 0.85763 -4.78 -2.02 -1.25
C -4.37613 0.27797 0.58663 -0.45 -0.03 -0.21
O -3.74913 -0.95903 1.00663 0.08 1.96 -0.70
H -6.14413 -0.51503 1.89463 1.21 1.60 -2.40
H -6.11013 -0.79103 -0.01637 0.30 1.79 2.37
H -6.59813 0.92697 0.63263 2.08 -1.82 0.66
H -4.10913 1.23097 1.09863 0.77 -0.94 -0.02
H -4.32313 0.47997 -0.54137 0.47 -0.34 1.37
H -2.79713 -0.72903 1.04963 0.16 -0.27 0.20
C -0.05813 -0.50703 -3.64237 0.61 -4.42 -4.60
C -0.72913 -0.37003 -2.44837 0.51 1.46 4.65
O 0.14787 -0.79603 -1.36437 -1.50 0.39 -1.06
H 0.89887 -0.07303 -3.55937 1.10 0.76 -0.53
H -0.73213 -0.16803 -4.45637 0.91 0.12 0.08
H 0.08987 -1.66903 -3.81137 0.08 2.09 -0.06
H -1.69513 -0.70403 -2.43337 -2.39 -2.54 0.28
H -1.04413 0.64297 -2.42737 0.52 2.07 1.06
H -0.36213 -0.70503 -0.53237 0.26 0.15 0.04
C 3.45487 -2.49503 2.78663 0.12 5.31 -0.71
C 2.49087 -1.34003 2.39763 -2.52 -5.05 3.81
O 1.66487 -1.70203 1.32263 0.27 -0.49 0.84
H 2.97987 -3.32003 2.91563 -3.42 -5.48 0.50
H 3.72287 -2.22703 3.77563 1.59 0.28 0.78
H 4.16287 -2.63403 2.01763 1.37 0.01 -0.41
H 3.08187 -0.66503 2.06763 3.92 5.37 -1.75
H 2.00487 -0.98603 3.41963 0.19 -0.57 -2.27
H 1.10387 -0.93703 1.29863 -1.60 0.58 -0.72
C 3.17387 0.90797 -0.86937 -9.66 2.21 3.45
S 2.96287 2.32197 0.21963 2.43 1.26 0.59
O 4.04487 3.33297 -0.21337 -1.53 -0.82 0.30
C 1.34387 2.93597 -0.27237 -1.71 -2.77 2.06
H 2.81987 1.25397 -1.78337 -1.18 0.17 -1.83
H 2.47687 0.18497 -0.32837 0.85 0.32 -1.43
H 4.02887 0.59397 -1.03037 8.55 -2.78 -0.47
H 1.09987 3.82597 0.29463 0.40 0.31 -0.20
H 0.50287 2.15097 0.05763 1.92 1.28 -0.60
H 1.32387 2.99797 -1.31037 -0.16 0.65 -1.86
```
Positions in Å, forces in eV/Å.

Summary:
net charge	-1
energy relative to the best compared isomer or geometry (same formula, charge and spin)	67.1	kJ/mol
HOMO-LUMO gap	9.07	eV
highest occupied orbital energy	-5.86	eV

3.
# C4H10N2O2

A 2-piece molecular cluster, C4H10N2O2 overall in a non-equilibrium geometry (ωB97M-V/def2-TZVPD, the OMol25 dataset).

XYZ file:
```
18
Properties=species:S:1:pos:R:3:forces:R:3
C 0.98855 0.12590 0.86615 1.17 1.43 0.95
C -1.47691 -0.70053 0.67509 2.46 -2.83 2.40
C -0.04879 1.02285 -1.28260 -3.07 1.90 -0.89
C 0.01149 -0.77122 0.33436 0.64 -3.02 1.30
N -0.67160 2.07405 -0.58669 -0.38 -0.78 -1.74
N 0.57696 -1.92033 -0.31244 -3.57 1.39 0.23
O 2.27667 -0.22392 0.35747 1.28 -0.23 3.38
O 0.89891 1.19230 1.53281 -0.33 -2.74 -1.09
H -1.70777 -1.39422 1.65698 0.56 2.27 -2.08
H -2.06790 -1.13954 -0.06627 -0.84 -0.58 -1.46
H -1.62220 0.33011 0.70731 -1.07 1.35 1.02
H -0.67359 0.44248 -1.89544 -0.38 -0.72 -1.01
H 0.87893 1.33985 -1.52875 3.05 0.09 -1.12
H -1.59160 1.89930 -0.26065 -0.86 -0.03 0.04
H -0.07832 2.14970 0.16972 1.07 1.41 2.39
H 1.50254 -1.70895 -0.60500 0.74 -0.28 -0.53
H -0.08633 -2.40877 -0.97108 1.35 0.79 1.00
H 2.89098 -0.30905 1.20902 -1.82 0.58 -2.78
```
Positions in Å, forces in eV/Å.

Summary:
energy relative to the best compared isomer or geometry (same formula, charge and spin)	171.9	kJ/mol
2S+1	3
HOMO-LUMO gap (alpha / beta)	6.42 / 9.11	eV
highest occupied orbital energy (alpha / beta)	-5.67 / -10.20	eV

4.
# C24H60BeF2N4O8Pb

C24H60BeF2N4O8Pb as an isolated structure in a non-equilibrium geometry (ωB97M-V/def2-TZVPD, the OMol25 dataset).

XYZ file:
```
100
Properties=species:S:1:pos:R:3:forces:R:3
Be 2.24008 -2.61088 0.01281 -4.38 6.02 0.13
Pb 2.02871 0.93248 -1.87929 -0.10 -1.13 0.76
F 2.43646 -1.49730 -2.10912 -0.09 -0.56 0.84
F 1.33611 -0.34228 0.35645 0.30 -0.66 -0.90
C -2.13331 -0.62949 2.43674 -2.13 0.31 0.89
O -2.16250 -2.03753 2.56127 1.56 -0.05 -0.12
C -3.14328 -2.53976 3.48123 0.18 -0.39 -0.85
C -4.34000 -2.98174 2.67950 -1.20 1.51 -0.06
N -5.43838 -3.51766 3.48557 0.48 -0.03 0.09
C -5.93500 -2.66642 4.59193 0.12 -0.60 -0.33
C -6.20773 -1.19115 4.25030 0.09 -0.86 0.10
O -7.13997 -1.21586 3.18852 0.28 0.26 -0.09
C -7.56370 0.06067 2.80899 -1.19 1.08 0.56
H -2.13065 -0.15969 3.42902 0.14 -0.04 0.07
H -3.11497 -0.39165 2.00623 0.22 0.69 -0.24
H -1.34577 -0.13152 1.87416 0.36 -0.99 -0.35
H -3.47353 -1.75467 4.16259 0.42 -0.18 0.39
H -2.68359 -3.40790 3.95451 -0.03 0.25 0.47
H -4.05153 -3.61143 1.83884 -0.06 -0.42 0.31
H -4.73712 -2.05389 2.23018 0.33 0.03 -0.40
H -6.23980 -3.57399 2.86886 0.10 -0.33 -0.12
H -5.35754 -2.77927 5.51141 0.47 0.21 -0.22
H -6.83913 -3.23289 4.82005 -0.46 0.78 0.29
H -5.32034 -0.63010 3.92942 0.21 -0.22 -0.09
H -6.52572 -0.66845 5.15973 -0.59 -0.01 -0.11
H -6.79571 0.84096 2.73284 0.46 -0.45 -0.16
H -8.26376 0.46288 3.55654 0.07 -0.08 0.12
H -8.15182 0.05428 1.89221 0.33 -0.46 -0.18
C 0.75752 -4.82861 -0.18713 -0.02 -0.68 -1.46
O 1.88583 -3.97371 0.09521 -0.03 -2.99 0.00
C 3.18882 -4.50877 -0.36985 -0.04 -1.74 -1.46
C 4.24374 -3.61668 0.17478 0.90 -0.90 1.80
N 3.68334 -2.30426 0.07166 4.30 1.96 -1.13
C 4.08674 -1.24470 0.97530 0.67 2.02 1.58
C 3.73691 -1.59297 2.39579 1.19 -1.20 -0.24
O 2.44317 -2.01239 2.27124 -2.71 -0.39 -0.08
C 1.50486 -1.81591 3.30714 -0.01 -0.30 1.76
H -0.17204 -4.35542 0.10664 0.19 -0.04 0.64
H 0.99737 -5.81655 0.20150 -0.44 0.23 0.58
H 0.70608 -4.96409 -1.27227 0.06 0.19 0.02
H 3.19088 -4.46898 -1.46308 -0.31 -0.03 -0.01
H 3.27349 -5.55189 -0.07002 -0.05 0.09 0.19
H 5.21398 -3.68298 -0.31519 -0.10 -0.39 0.01
H 4.32314 -3.84292 1.23767 0.46 -0.09 0.00
H 3.92567 -1.95643 -0.85353 -0.52 0.21 -0.61
H 3.46496 -0.39284 0.68686 -0.14 -0.13 0.14
H 5.10376 -0.84005 0.99996 0.37 -0.90 -0.87
H 4.02490 -0.79885 3.08503 -0.72 0.30 0.05
H 4.25015 -2.49679 2.74651 0.85 0.32 0.09
H 0.48626 -1.92015 2.94355 0.10 0.44 -0.33
H 1.69916 -0.91347 3.89298 -0.26 0.61 -0.79
H 1.58060 -2.53245 4.13827 0.35 -0.64 -0.50
C -3.97078 3.48273 0.47117 -0.89 -0.61 0.27
O -2.88268 3.03600 -0.31578 0.01 -0.03 0.60
C -1.66995 3.59665 0.14852 0.04 -0.11 -0.47
C -0.59482 3.23012 -0.86059 0.47 0.87 -0.78
N -0.15367 1.83492 -0.97478 -1.41 0.15 0.66
C -1.15669 0.96538 -1.65919 1.63 -0.59 0.51
C -1.02942 1.08772 -3.14625 -1.42 -0.76 -0.61
O 0.15710 0.45593 -3.62398 -0.16 1.08 0.72
C 0.06907 -0.05207 -4.95232 0.49 -0.82 0.44
H -3.87138 3.16356 1.51320 0.24 0.17 0.06
H -4.87858 2.99479 0.11704 0.13 -0.05 -0.25
H -4.16530 4.55740 0.43071 0.44 0.10 -0.11
H -1.35355 3.28273 1.15394 -0.44 -0.21 0.08
H -1.84788 4.67819 0.17313 0.62 0.11 0.04
H 0.31397 3.81508 -0.70222 -0.20 0.21 0.23
H -0.99679 3.53665 -1.83067 0.17 -0.01 -0.07
H -0.09149 1.45744 -0.02638 0.40 -0.09 -0.09
H -2.17931 1.07872 -1.31133 0.04 0.25 0.01
H -0.74831 -0.00335 -1.34541 -0.74 -0.42 -0.36
H -1.19699 2.11233 -3.49389 0.58 0.11 -0.10
H -1.86758 0.52814 -3.57456 -0.09 0.01 0.02
H 0.88691 -0.77141 -4.96915 0.06 0.17 -0.56
H 0.16512 0.71531 -5.72028 0.01 0.03 0.08
H -0.85244 -0.62613 -5.07167 -0.12 0.23 -0.03
C 4.04460 -0.25141 -4.52185 0.60 0.06 0.11
O 3.06906 0.77898 -4.42220 0.24 0.04 0.34
C 3.60522 2.06245 -4.73897 -1.32 0.28 -0.22
C 2.52403 3.10882 -4.37184 -0.68 -0.95 -0.60
N 2.25100 3.27341 -2.91924 1.89 0.88 -1.33
C 3.48143 3.84589 -2.31456 -0.28 1.04 1.27
C 3.13399 4.21315 -0.89533 -0.46 -0.37 0.90
O 2.99994 2.96207 -0.20081 0.05 -0.37 -0.06
C 2.75090 3.05200 1.20694 0.90 1.31 -0.54
H 4.69837 -0.17666 -5.39648 -0.60 0.11 -0.46
H 3.50453 -1.19089 -4.49915 0.18 -0.09 0.10
H 4.78320 -0.17541 -3.71358 -0.35 -0.17 0.40
H 3.67528 2.06226 -5.82882 0.57 0.42 0.01
H 4.57056 2.19097 -4.24627 0.06 0.22 -0.14
H 1.59284 2.73079 -4.80698 0.07 -0.18 -0.04
H 2.64482 4.07091 -4.87556 0.65 0.02 0.16
H 1.61362 4.06682 -2.89711 -0.40 -0.34 0.30
H 3.84574 4.75440 -2.80679 -0.27 -0.08 -0.37
H 4.36321 3.20944 -2.21970 -0.38 -0.58 -0.45
H 2.16496 4.71128 -0.78448 0.01 0.30 -0.40
H 3.86308 4.89976 -0.45564 0.28 -0.38 0.19
H 1.86445 3.66104 1.40080 -0.29 -0.38 0.08
H 3.59259 3.62896 1.60224 -0.03 -0.21 0.46
H 2.73220 2.06029 1.64570 -0.28 -0.05 -0.16
```
Positions in Å, forces in eV/Å.

Summary:
net charge	+2
energy relative to the best compared isomer or geometry (same formula, charge and spin)	0.0	kJ/mol
HOMO-LUMO gap	7.55	eV
highest occupied orbital energy	-11.88	eV